(1)
DFT (ωB97M-V with the def2-TZVPD basis set) results for a molecular structure, C6H19B2Be2Cl13 in a non-equilibrium geometry.

XYZ file:
```
42
Properties=species:S:1:pos:R:3:mulliken_charge:R:1
Be 0.8748 1.9216 1.5019 0.50
Be 2.2854 -1.3318 0.2180 0.48
B 0.2466 -0.1201 0.0967 2.09
H -0.6211 0.6789 0.2224 -0.27
H -0.0546 -1.1091 -0.4587 -0.39
H 1.1187 0.3984 -0.5176 -0.38
H 0.6535 -0.3741 1.1845 -0.41
B 2.9367 0.6897 1.5938 0.50
H 3.7870 -0.1262 1.3783 -0.03
H 3.3271 1.6330 2.1797 -0.10
H 2.5580 1.0384 0.5225 -0.23
H 2.0174 0.2194 2.1718 -0.17
C -3.7216 -0.2934 2.2045 0.04
Cl -3.3656 1.0451 1.1074 -0.08
Cl -2.6308 -1.6155 1.7743 -0.07
Cl -5.4064 -0.7140 2.0595 -0.06
H -3.5182 -0.0188 3.2332 0.16
C -0.8638 0.7257 5.1329 -0.50
Cl -0.2403 0.0391 3.6083 -0.02
Cl -1.9767 -0.3986 5.8894 -0.07
H 0.0156 0.8463 5.7582 0.42
H -1.2698 1.7101 4.9260 0.30
C -0.5654 3.4471 -1.7149 -0.19
Cl 1.1511 3.3623 -1.3471 -0.08
Cl -1.4471 3.3408 -0.1781 -0.09
H -0.8104 4.3801 -2.2133 0.41
H -0.8523 2.5994 -2.3300 0.17
C -0.1873 -4.4526 -2.5353 -0.37
Cl -1.9170 -4.2482 -2.7035 -0.06
Cl 0.3489 -3.5092 -1.1015 -0.17
H 0.0535 -5.4983 -2.3808 0.34
H 0.3024 -4.0662 -3.4220 0.29
C 4.5412 0.9045 -3.2070 -0.40
Cl 3.3832 0.7812 -1.8616 -0.04
Cl 5.4670 -0.6061 -3.3749 -0.13
H 4.0131 0.9857 -4.1504 0.31
H 5.1737 1.7664 -3.0284 0.33
C -2.8229 -0.7625 -1.9853 0.72
Cl -4.3076 -1.7002 -1.6076 -0.14
Cl -2.8366 -0.3228 -3.6748 -0.15
H -2.8552 0.1091 -1.3387 -0.13
H -1.9840 -1.3547 -1.6321 -0.33
```

Output
Spin multiplicity: 1
ΔE to the lowest compared entry with this formula, charge and spin in kcal per mole: 4.8
Net charge: +2
M in g/mol: 591.76
Largest force on an atom in Eh/bohr: 0.074
HOMO in hartree: -0.550
HOMO-LUMO gap in hartree: 0.166
Calculated total energy in eV: -171451.49734

***

(2)
DFT (ωB97M-V with the def2-TZVPD basis set) results for a molecular structure, C6H19CsN5O3 in a non-equilibrium geometry.

XYZ file:
```
34
Properties=species:S:1:pos:R:3:mulliken_charge:R:1
Cs 1.6313 -2.3516 1.0954 0.99
C -3.1293 -1.6396 -4.0329 -1.44
C -2.5615 -1.4730 -2.6276 0.40
C -1.6823 -0.1767 -2.3944 -0.75
O -1.2808 -0.0585 -1.0541 -0.33
C -0.8546 1.2035 -0.6491 -0.68
N -3.6841 -1.4458 -1.7219 -0.68
H -3.8649 -0.8980 -4.3444 0.38
H -3.4770 -2.6710 -4.0923 0.35
H -2.3858 -1.6769 -4.8290 0.38
H -1.8669 -2.2987 -2.4733 0.21
H -2.2662 0.6509 -2.7972 0.39
H -0.7602 -0.2506 -2.9709 0.33
H -0.7064 1.1471 0.4294 0.22
H -1.6936 1.7998 -1.0078 0.35
H 0.0971 1.5102 -1.0829 0.26
H -3.2522 -1.0389 -0.9045 0.32
H -4.3622 -0.8159 -2.1262 0.28
C -0.5895 -0.4353 6.1796 0.68
O 0.1129 -0.4841 5.1739 -0.67
N -0.4347 0.3978 7.1657 -0.38
N -1.5679 -1.2169 6.4759 -0.35
H 0.2248 1.1627 7.1546 0.21
H -0.9527 0.2403 8.0183 0.13
H -2.1778 -1.5432 5.7400 0.20
H -1.8173 -1.3235 7.4488 0.18
C 5.0708 1.3707 -1.8139 0.65
O 4.1869 0.6285 -1.4759 -0.68
N 4.8552 2.2920 -2.6827 -0.39
N 6.2800 1.2394 -1.4548 -0.39
H 3.9605 2.7585 -2.7275 0.20
H 5.5805 2.7365 -3.2271 0.19
H 6.7985 2.0863 -1.6390 0.19
H 6.5696 0.5740 -0.7523 0.23
```

Output
Spin multiplicity: 1
ΔE to the lowest compared entry with this formula, charge and spin in kcal per mole: 67.5
Net charge: +1
M in g/mol: 342.15
Largest force on an atom in Eh/bohr: 0.121
HOMO in hartree: -0.415
HOMO-LUMO gap in hartree: 0.300
Calculated total energy in eV: -20665.76905

***

(3)
DFT (ωB97M-V with the def2-TZVPD basis set) results for 2 unconnected molecules or ions with the total composition C6H19N2 in a non-equilibrium geometry.

XYZ file:
```
27
Properties=species:S:1:pos:R:3:mulliken_charge:R:1
C -1.5462 2.0256 -0.6584 -1.01
C -2.4717 0.9315 -0.0748 -0.40
N -1.6353 -0.2219 0.4872 -0.10
C -2.4939 -1.1174 1.3713 -0.82
H -0.8820 1.6270 -1.4808 0.25
H -2.1307 2.8752 -1.0528 0.37
H -0.8735 2.4112 0.1216 0.34
H -3.0757 1.2969 0.7742 0.37
H -3.2098 0.4813 -0.8061 0.36
H -0.7993 0.0866 1.0272 0.18
H -1.2350 -0.6826 -0.3255 0.38
H -2.7915 -0.5675 2.2751 0.36
H -1.9392 -1.9916 1.6256 0.35
H -3.3362 -1.3821 0.6714 0.37
C 2.0318 -1.4179 -1.3319 -1.29
C 1.7763 -0.2383 -0.4257 1.48
C 1.5701 -0.6295 1.0316 -1.37
N 2.8577 0.8388 -0.4254 -0.70
H 1.1671 -2.0998 -1.4192 0.31
H 2.2773 -1.0792 -2.3536 0.39
H 2.8857 -2.0100 -0.9313 0.30
H 0.8572 0.2950 -0.7503 -0.76
H 1.2769 0.2084 1.6718 0.32
H 0.7444 -1.3832 1.1206 0.30
H 2.5592 -1.0448 1.4141 0.40
H 3.0568 1.0022 -1.3972 0.30
H 3.6931 0.3153 -0.0898 0.30
```

Output
Spin multiplicity: 1
ΔE to the lowest compared entry with this formula, charge and spin in kcal per mole: 34.0
Net charge: +1
M in g/mol: 119.23
Largest force on an atom in Eh/bohr: 0.046
HOMO in hartree: -0.475
HOMO-LUMO gap in hartree: 0.360
Calculated total energy in eV: -9503.62908

***

(4)
DFT (ωB97M-V with the def2-TZVPD basis set) results for 2 unconnected molecules or ions with the total composition C6H19N2O in a non-equilibrium geometry.

XYZ file:
```
28
Properties=species:S:1:pos:R:3:mulliken_charge:R:1
C -1.6941 0.7208 -0.0194 -0.51
N -0.9122 -0.2025 -0.8454 -0.34
C -0.0739 0.5882 -1.9002 -0.31
C 0.9229 -0.3171 -2.5849 -0.27
C 1.0458 -1.7585 -2.1297 -1.18
C -0.7876 1.3422 1.1188 -0.78
N -0.3160 0.0595 1.7442 0.10
C -1.2134 -0.4346 2.8470 -0.85
H -2.2448 1.4398 -0.7407 0.38
H -2.5951 0.2490 0.5770 0.30
H -1.4943 -1.0312 -1.3092 0.26
H -0.7873 0.9378 -2.7861 0.24
H 0.3934 1.3741 -1.2358 0.15
H 1.9644 0.2988 -2.3090 0.15
H 0.7431 -0.2987 -3.7515 0.32
H 0.1284 -2.4047 -2.0571 0.30
H 1.7678 -2.2044 -2.7192 0.42
H 1.3087 -1.8566 -1.0651 0.23
H -0.0131 1.9470 0.6463 0.31
H -1.2745 2.0871 1.6183 0.37
H -0.4680 -0.6500 0.9688 0.36
H 0.7263 0.0637 2.0688 0.41
H -0.8898 -0.0572 3.7928 0.39
H -1.5312 -1.4838 2.9579 0.34
H -2.2877 -0.0353 2.6780 0.26
H 2.6474 0.7048 0.5293 0.30
H 3.4172 0.0249 1.5828 0.31
O 2.4860 0.1312 1.2839 -0.64
```

Output
Spin multiplicity: 1
ΔE to the lowest compared entry with this formula, charge and spin in kcal per mole: 72.1
Net charge: +1
M in g/mol: 135.23
Largest force on an atom in Eh/bohr: 0.092
HOMO in hartree: -0.477
HOMO-LUMO gap in hartree: 0.376
Calculated total energy in eV: -11549.11784